*a*
Computed, not measured: a cluster of 7 separate species, C15H44O7 in total, with the ωB97M-V functional and the def2-TZVPD basis.

Last column: natural (NBO) charge in e.
Cartesian coordinates (Å):
C -2.860 2.059 -0.083  -0.63
C -1.886 2.916 0.715  0.09
C -2.452 4.287 1.082  -0.63
O -1.507 2.192 1.912  -0.76
H -2.555 1.016 -0.013  0.22
H -2.864 2.303 -1.148  0.21
H -3.872 2.184 0.309  0.20
H -0.952 3.037 0.164  0.20
H -1.662 4.909 1.503  0.22
H -3.231 4.197 1.843  0.20
H -2.845 4.766 0.188  0.22
H -2.043 2.451 2.669  0.48
C 4.130 -0.718 -3.159  -0.64
C 4.558 -0.758 -1.698  0.08
C 5.195 -2.095 -1.346  -0.63
O 5.475 0.309 -1.451  -0.71
H 4.964 -0.783 -3.859  0.20
H 3.597 0.219 -3.360  0.21
H 3.404 -1.501 -3.400  0.21
H 3.706 -0.609 -1.041  0.19
H 5.436 -2.186 -0.287  0.22
H 6.084 -2.341 -1.933  0.20
H 4.483 -2.906 -1.563  0.20
H 6.064 0.372 -2.211  0.45
C 0.645 1.563 -3.959  -0.63
C 0.423 1.938 -2.510  0.10
C 1.604 1.714 -1.621  -0.64
O 0.044 3.309 -2.377  -0.73
H 1.323 2.288 -4.412  0.22
H -0.312 1.536 -4.480  0.20
H 1.100 0.573 -4.027  0.21
H -0.415 1.322 -2.132  0.14
H 1.944 0.683 -1.579  0.21
H 1.363 2.051 -0.612  0.23
H 2.462 2.336 -1.905  0.22
H -0.809 3.437 -2.802  0.46
C -4.077 -3.230 -0.643  -0.63
C -4.631 -2.608 0.640  0.09
C -3.676 -1.592 1.235  -0.64
O -5.944 -2.094 0.456  -0.71
H -4.786 -3.933 -1.069  0.22
H -3.144 -3.758 -0.424  0.21
H -3.792 -2.453 -1.364  0.20
H -4.745 -3.443 1.339  0.17
H -3.886 -0.579 0.878  0.21
H -2.649 -1.923 1.102  0.21
H -3.869 -1.438 2.303  0.22
H -5.883 -1.331 -0.126  0.46
C 0.148 -0.709 0.460  -0.25
O 0.483 0.472 1.168  -0.78
H 0.103 -1.557 1.158  0.16
H -0.831 -0.671 -0.025  0.16
H 0.950 -0.880 -0.253  0.18
H -0.287 0.930 1.537  0.51
C -1.244 -2.691 4.262  -0.25
O -0.590 -3.064 5.461  -0.72
H -2.169 -3.260 4.105  0.16
H -1.418 -1.614 4.211  0.16
H -0.602 -2.975 3.427  0.18
H -1.154 -2.803 6.193  0.46
C 3.500 0.065 2.395  -0.25
O 3.377 0.685 1.120  -0.75
H 3.918 0.779 3.103  0.17
H 2.537 -0.320 2.728  0.17
H 4.186 -0.783 2.305  0.16
H 2.439 0.708 0.903  0.49

Output
Molar mass   336.510 g/mol
E_HOMO   -9.5 eV
Frontier orbital gap   9.8 eV
Spin multiplicity   1
SMILES   CC(C)O.CC(C)O.CC(C)O.CC(C)O.CO.CO.CO

*b*
Computed, not measured: a cluster of 7 separate species, C15H44O7 in total, with the ωB97M-V functional and the def2-TZVPD basis.

Last column: natural (NBO) charge in e.
Cartesian coordinates (Å):
O 2.206 5.548 -2.217  -0.94
H 1.494 6.017 -1.780  0.47
H 2.660 6.220 -2.724  0.47
O 3.293 2.590 -5.667  -0.94
H 2.366 2.561 -5.901  0.47
H 3.303 2.919 -4.768  0.47
C 8.791 1.074 -2.868  -0.62
C 10.236 0.586 -3.060  0.10
C 10.550 -0.617 -2.215  -0.63
O 10.414 0.226 -4.405  -0.73
H 8.700 2.027 -3.389  0.22
H 8.559 1.220 -1.813  0.21
H 8.072 0.365 -3.280  0.22
H 10.928 1.398 -2.839  0.15
H 10.312 -0.407 -1.172  0.21
H 11.591 -0.930 -2.294  0.20
H 9.937 -1.418 -2.628  0.21
H 11.344 0.090 -4.598  0.47
C 1.494 -0.876 -0.039  -0.64
C 0.736 -0.015 0.977  0.10
C 0.354 -0.759 2.258  -0.61
O 1.449 1.135 1.436  -0.73
H 1.947 -0.289 -0.839  0.21
H 0.772 -1.509 -0.555  0.22
H 2.149 -1.561 0.499  0.21
H -0.215 0.365 0.603  0.15
H -0.185 -0.142 2.977  0.22
H 1.235 -1.265 2.653  0.21
H -0.374 -1.494 1.913  0.20
H 1.873 1.529 0.671  0.46
C -1.644 -7.433 -2.487  -0.63
C -3.135 -7.595 -2.808  0.08
C -3.735 -8.597 -1.810  -0.63
O -3.605 -6.296 -2.503  -0.71
H -1.187 -8.407 -2.313  0.20
H -1.411 -6.887 -1.573  0.21
H -1.108 -6.802 -3.196  0.20
H -3.148 -7.943 -3.840  0.17
H -3.594 -8.444 -0.740  0.22
H -3.271 -9.553 -2.053  0.20
H -4.808 -8.743 -1.931  0.21
H -3.501 -5.811 -3.324  0.46
C -0.296 6.949 5.433  -0.66
C -1.817 6.538 5.395  0.11
C -2.773 7.742 5.476  -0.63
O -2.106 5.830 4.203  -0.74
H -0.061 7.710 4.689  0.22
H 0.337 6.078 5.603  0.22
H -0.075 7.498 6.348  0.21
H -2.003 5.773 6.148  0.16
H -2.485 8.488 4.736  0.21
H -2.708 8.064 6.516  0.21
H -3.787 7.451 5.201  0.22
H -1.353 5.339 3.867  0.47
C -7.090 -0.844 -0.251  -0.66
C -7.448 -1.460 1.147  0.10
C -8.797 -1.068 1.792  -0.62
O -7.519 -2.835 0.959  -0.73
H -7.631 0.098 -0.343  0.21
H -7.381 -1.509 -1.063  0.21
H -6.050 -0.608 -0.478  0.21
H -6.707 -1.357 1.940  0.16
H -8.821 -1.613 2.736  0.22
H -9.664 -1.205 1.145  0.21
H -8.749 -0.034 2.133  0.20
H -6.860 -3.100 0.313  0.47

Output
Molar mass   336.510 g/mol
E_HOMO   -9.9 eV
Frontier orbital gap   10.3 eV
Spin multiplicity   1
SMILES   CC(C)O.CC(C)O.CC(C)O.CC(C)O.CC(C)O.O.O

Going by the computed energies, the most stable comes first: *a*, *b*.